Below is a 5-piece molecular cluster, C40H42N6O16P overall in a non-equilibrium geometry, with properties calculated with ωB97M-V/def2-TZVPD.

Geometry as XYZ:
```
105
Properties=species:S:1:pos:R:3:forces:R:3:mulliken_charge:R:1
C -0.75674 0.60399 1.55246 0.471 0.597 0.579 0.31
H 5.82486 -3.72373 6.67696 -0.146 0.073 0.092 0.43
O 3.50354 -3.30181 7.26940 0.094 0.016 0.170 -0.64
H 5.14495 -0.65177 9.60676 -0.102 -0.124 -0.097 0.44
H 2.72112 -4.30269 -0.79495 -0.236 -0.365 0.037 0.33
H -5.20921 -2.52570 4.34438 -0.627 0.480 -0.355 0.33
C -2.19507 0.99753 1.17526 -0.072 -0.044 1.142 -0.80
H -4.90140 -0.44803 0.28867 0.569 0.205 0.381 0.37
H -6.35963 -3.37948 3.27068 0.652 0.401 -0.043 0.30
C -5.00521 4.18190 -5.35227 0.215 0.071 0.122 -0.23
O 3.66801 -3.50532 1.71409 -0.928 0.599 -1.022 -0.51
O 2.07144 -4.49259 -0.08914 0.965 2.080 0.420 -0.53
H -3.77260 -0.53926 -6.51272 0.038 0.027 -0.009 0.40
C -0.30910 0.17365 -8.02115 -0.419 -0.089 0.193 -0.06
O -6.31045 0.89033 -5.53854 0.107 0.046 0.018 -0.61
O -1.32825 2.13933 4.77933 1.105 -0.450 -0.636 -0.30
C 8.05562 -1.75998 8.28986 0.027 0.008 0.001 -0.42
H 2.35669 -3.16876 5.20567 0.753 0.712 -0.055 0.52
O -4.79425 -0.49405 2.34258 -0.081 0.042 -0.334 -0.29
C -0.81472 2.33901 3.52466 -0.362 1.116 0.030 -0.14
C -2.79822 -0.33671 -6.94262 -0.071 -0.035 0.020 -0.33
H -0.27380 2.21760 7.93282 0.096 -0.048 -0.950 0.40
N -1.74844 0.88133 7.46433 0.175 0.098 -0.375 -0.55
H -4.12844 4.01503 -4.74144 -0.098 -0.156 -0.006 0.43
H 7.57016 -0.25918 9.74516 -0.054 -0.031 -0.010 0.38
H -0.55583 -0.80568 -0.03482 0.747 0.006 0.565 0.52
C 3.56169 -0.48312 -3.67775 0.035 0.371 -0.255 0.23
C 1.19073 0.84157 3.01292 -1.330 -0.327 -1.287 -0.31
C 7.56445 -2.73436 7.43031 -0.021 0.119 0.096 -0.46
H -8.13128 4.81136 -7.53511 0.033 -0.049 0.025 0.38
C 3.95768 1.77151 -5.21617 0.022 0.010 -0.009 -0.46
C -7.25560 4.63232 -6.92473 0.134 0.066 0.072 -0.47
N 3.89190 -2.42949 8.02645 -0.142 -0.031 0.072 1.08
H -4.27172 -2.47865 2.10616 -0.695 0.112 -0.273 0.24
O -4.58614 1.63496 -4.48768 -0.029 0.026 -0.066 -0.59
O 2.21850 -1.90906 -2.46079 0.147 -0.078 -0.208 -0.62
H 0.61549 2.27917 5.56392 -0.542 -0.301 0.196 0.28
H 6.01894 1.17753 -5.28851 -0.032 -0.053 0.024 0.40
H 2.81133 -1.30353 -0.22028 -0.568 -0.106 0.614 0.60
H -0.42415 -1.81248 -8.84790 0.120 0.153 0.005 0.47
H -6.64701 6.68938 -6.92438 0.015 -0.047 0.008 0.38
H 3.64495 -4.08091 2.49856 -0.082 0.232 -0.141 0.34
H -7.45879 -1.31450 3.05313 -0.076 0.063 0.388 0.31
O -2.94481 -0.18137 0.92533 0.025 0.385 -0.417 -0.33
C 2.83674 -2.35163 4.66552 -1.051 0.020 -0.438 0.28
O 1.54204 -0.43080 -9.24566 -0.060 0.065 0.073 -0.61
C 4.83536 -0.19398 -4.14571 0.286 -0.111 0.024 -0.35
H 1.68797 1.29330 3.88263 -0.012 -0.487 -0.652 0.44
C 3.04537 -1.45127 3.89068 0.678 -0.029 -1.110 -0.59
C -6.97163 3.34947 -6.48245 -0.216 -0.125 -0.109 -0.37
C 2.48164 0.33584 -3.97678 -0.280 0.034 0.074 -0.29
H -1.94874 0.96431 8.46306 0.002 -0.052 -0.169 0.27
C -6.41960 5.68714 -6.58188 -0.007 0.021 -0.009 -0.40
O -7.01284 -1.53525 3.88416 0.659 -0.130 -0.311 -0.49
H 1.85247 2.11835 -4.98289 0.013 -0.067 -0.008 0.36
C 1.83508 -0.14943 2.22307 1.047 0.915 1.133 0.63
C -4.34467 0.02657 1.12894 -0.732 0.210 -0.282 -0.44
O 1.53841 1.51237 -8.31936 -0.021 -0.036 0.049 -0.61
C -5.85076 3.13760 -5.69460 -0.090 0.445 -0.136 0.14
C -5.92095 -2.38032 3.50439 -0.154 -0.058 -0.371 -0.51
C -5.19236 -1.86543 2.23365 0.038 -0.635 0.532 -0.40
H -2.64116 -2.26250 -7.87714 0.046 0.035 -0.024 0.39
N -5.56163 1.78570 -5.20511 -0.048 -0.127 0.031 1.05
C -2.16268 -1.30637 -7.70806 0.011 0.170 0.076 -0.57
H -4.64276 6.28570 -5.53738 -0.006 -0.058 0.005 0.37
C 7.18380 -1.01550 9.07417 0.032 -0.109 -0.122 -0.43
C -0.29435 1.65108 5.67781 0.052 -0.953 0.382 -0.14
C -5.29357 5.46167 -5.80023 -0.122 -0.051 -0.076 -0.52
H 8.24678 -3.31390 6.82177 -0.057 -0.004 0.024 0.38
N 1.02486 0.43787 -8.57377 0.173 0.002 -0.097 1.05
H 9.12224 -1.57952 8.34817 -0.047 -0.019 0.009 0.38
C 1.90669 -1.71923 0.27508 0.477 0.112 -0.618 -1.29
H 3.87092 -1.01681 1.90032 -0.220 0.178 0.566 0.36
H -7.62750 2.53346 -6.75374 0.131 -0.067 0.113 0.45
C 2.68520 1.46832 -4.74741 0.125 -0.004 -0.011 -0.49
C -0.77979 1.62469 7.13884 -0.223 0.123 0.399 -0.35
C 5.33798 -2.20733 8.12835 0.472 0.059 0.003 0.09
O 3.16182 -1.72912 8.69807 0.041 -0.030 -0.100 -0.62
C 5.03011 0.93943 -4.91901 -0.169 0.054 0.021 -0.51
C -0.91250 -1.05228 -8.25344 0.017 -0.240 -0.097 -0.41
P 2.17378 -3.35996 1.09202 -0.902 -2.660 0.369 1.04
H -5.90205 -1.97424 1.37772 0.626 0.015 0.320 0.35
H -2.68783 1.64654 -6.13122 0.048 -0.028 -0.008 0.36
C -0.13323 1.24555 2.68147 0.903 -1.596 0.118 0.38
O 4.32153 -2.34897 -2.56767 -0.181 -0.025 0.192 -0.60
H -2.65709 1.49784 2.06320 0.524 -0.178 -0.562 0.63
H -4.55680 1.12052 1.11025 0.113 -0.694 0.190 0.38
H 5.67587 -0.83515 -3.91668 -0.143 -0.068 0.064 0.47
C 5.81751 -1.23746 8.99495 -0.071 0.200 0.174 -0.37
H 1.19255 -1.90467 -0.55209 0.530 -0.126 0.658 0.46
O -0.87137 3.43768 3.04804 -0.039 -0.514 -0.361 -0.47
H -0.46779 2.10995 -7.08930 0.112 -0.095 -0.136 0.47
H -2.22364 1.74823 0.35400 0.108 -0.632 0.186 0.29
H 3.74683 0.40195 3.04183 -0.096 -0.575 -0.430 0.47
N 3.35516 -1.66661 -2.84407 0.114 0.030 -0.319 1.05
H -0.08947 0.59249 5.38243 0.113 0.715 0.380 0.31
C -0.93747 1.15161 -7.26548 0.012 0.209 0.122 -0.37
C -2.18793 0.89235 -6.72542 0.021 -0.109 -0.070 -0.19
C 3.27128 -0.53765 2.69345 -1.189 -0.178 1.056 -1.28
O 1.08731 -3.62784 2.04207 0.361 0.625 -0.026 -0.68
H 1.48759 0.10701 -3.61681 0.097 -0.128 0.019 0.46
H 4.11408 2.66034 -5.81488 -0.022 -0.061 -0.004 0.41
C 6.19949 -2.96325 7.34829 0.020 -0.169 -0.193 -0.24
N 1.24430 -0.71328 1.14647 -0.467 0.369 0.397 0.23
C -0.03179 -0.35048 0.82451 -1.202 0.841 0.371 -0.03
```
Forces are in eV/Å.

Computed properties:
Charge = +1

=====

Below is C40H44BiCl2N4O7SSi as an isolated structure in a non-equilibrium geometry, with properties calculated with ωB97M-V/def2-TZVPD.

Geometry as XYZ:
```
100
Properties=species:S:1:pos:R:3:forces:R:3:mulliken_charge:R:1
O -0.96008 -6.74258 0.19494 0.055 1.086 -0.061 -0.48
C -2.79040 -2.53000 -1.34627 0.181 1.920 -0.665 2.68
H -2.95533 -1.50094 -3.21800 0.168 0.511 -0.082 0.29
H -3.55255 -1.36822 1.52904 -0.348 -0.628 -0.731 0.29
C -1.82156 -0.42280 2.28860 1.135 0.967 0.580 1.64
C 1.94921 2.56267 3.16492 0.312 -0.311 -1.186 0.72
H -4.87794 2.42661 0.50013 -0.566 -0.250 -0.042 0.42
H -1.74638 4.22644 0.24501 0.238 -0.616 -0.517 0.49
H -0.60996 0.86014 -5.72944 0.752 0.533 0.192 0.40
C -3.18960 -1.05834 2.47924 -0.294 0.868 -0.091 -1.82
C 1.97366 2.55612 -3.51164 0.138 -0.790 2.016 0.18
O 1.99370 0.27528 2.66192 -0.094 0.417 0.280 -0.65
O -2.96544 -1.24091 -0.67679 1.020 -0.051 0.107 -0.45
C 1.43091 -6.00906 -1.13402 1.057 -1.344 -0.312 -0.12
H -2.32111 1.34009 3.59880 -0.565 0.176 -0.540 0.41
C 1.65656 -3.93339 -2.25987 0.173 1.026 -0.308 -0.61
C -0.29463 -7.69205 -0.07924 -0.574 -1.099 0.091 0.75
H 0.65893 -5.63648 -3.03384 -0.363 -0.114 -0.645 0.44
H -3.57659 4.56497 -1.14784 -0.016 -0.142 -0.617 0.40
C -3.46961 -3.50714 -0.47760 -2.487 0.351 0.086 -1.98
C -0.62910 -1.41590 2.16465 -0.954 0.042 1.346 -0.80
H -2.97316 -3.50649 0.47409 0.209 -0.467 0.500 0.35
Cl 5.88484 6.57606 0.47012 0.367 0.709 -0.239 -0.27
O -3.03064 1.30918 -0.96675 0.522 -0.458 -0.026 -0.75
H -3.52552 -3.13810 -3.40707 -0.027 0.511 0.930 0.32
C 1.81508 3.04272 -4.73994 0.124 0.452 -2.534 -0.65
H -0.92852 3.01312 -0.81278 0.982 0.381 -1.607 0.27
H -3.94892 3.83711 0.92756 -0.060 0.135 0.562 0.58
H 2.52430 3.81126 -4.97295 -0.049 0.510 -0.508 0.57
H -0.41677 -1.93656 3.11908 -0.242 0.040 -0.435 0.48
C 1.93925 2.49269 4.55591 -0.936 2.197 -0.643 -0.86
H 0.06672 5.29637 4.86536 0.120 0.553 0.501 0.37
C 3.77200 3.32665 -0.31668 -0.730 -0.434 -0.705 0.32
H -1.54755 0.06417 4.45378 0.256 -0.067 -0.615 0.42
C 0.17311 1.38731 -5.14831 -0.521 0.040 -1.588 -0.93
H -4.53524 -3.12545 -0.31456 1.249 -0.646 -0.090 0.31
C -1.32656 -2.88069 -1.51113 0.405 0.467 -0.890 -1.29
H -3.52170 -4.47271 -0.96851 0.126 -0.345 0.246 0.50
H -3.95887 -0.34322 2.86753 0.798 -0.427 -0.089 0.32
C 3.78961 2.62699 0.92029 1.997 2.807 -0.425 -0.09
H 0.81528 2.84542 -6.60694 -0.164 0.179 -0.707 0.47
C 2.41864 1.38494 2.32131 0.326 -1.551 -0.382 0.18
H -2.96988 3.39664 -2.44804 -0.592 0.483 0.036 0.39
C 0.39492 0.94097 -3.88394 -0.039 -0.405 1.738 -0.14
H 0.28107 -0.90696 1.88889 0.081 0.316 -0.047 -0.26
N 1.38046 3.52180 2.39058 0.504 0.020 1.274 -0.03
H 2.33140 1.69596 5.12787 0.443 -0.901 0.062 0.50
C 5.32047 4.33335 1.81250 -0.562 -0.132 0.011 -0.24
C -1.58950 0.55822 3.46081 1.653 -0.144 0.095 -1.58
H -1.72861 -9.20388 0.44654 1.669 0.155 0.420 0.25
C 4.62420 3.15793 1.93294 -0.747 -1.220 -0.015 -0.28
C 2.43521 -0.74835 -1.03968 -0.070 -1.813 0.060 -1.11
C 2.31215 -3.40035 -1.14720 -0.477 0.230 0.509 0.70
C -3.88644 2.76985 0.73935 -0.468 0.218 -0.508 -1.87
C 0.82791 4.52741 3.06072 -0.128 -1.363 1.568 -0.43
C 3.01164 3.22107 -2.65288 0.986 0.353 2.028 0.18
C -0.60190 -9.01800 0.51822 -1.413 -0.532 0.675 -1.18
H -1.19642 2.65570 0.76634 -0.252 -0.517 0.830 -0.16
C 5.15689 5.02653 0.63750 0.807 0.619 0.358 0.38
H 1.23800 3.44208 6.25134 -0.370 0.350 2.260 0.52
H -0.20988 -9.02261 1.54200 -0.642 0.299 0.162 0.29
Cl 6.28475 4.99741 3.06944 0.155 -0.205 0.547 -0.25
H -4.51587 -1.91877 -2.48869 0.215 -0.102 -0.107 0.37
C 1.30781 3.55732 5.23190 0.543 -0.631 -2.994 -0.58
C -3.00862 2.62652 -0.48516 -0.526 0.580 0.551 2.32
N 1.25612 1.53383 -3.03455 -0.216 -0.325 -0.526 0.25
H 4.49217 5.13129 -1.32276 -0.327 -0.237 -0.145 0.58
Si -1.96713 0.09182 -0.51103 -1.198 0.017 0.568 -1.62
O 3.80526 4.06705 -3.12545 -1.379 -1.313 0.365 -0.80
C 2.56180 -4.22291 -0.03909 0.157 0.730 -0.227 -0.92
C 0.92296 2.45838 -5.62356 -0.220 -0.166 0.859 -0.53
O -0.61525 0.11526 -1.30652 0.449 -0.097 -0.283 0.73
C 0.75489 4.57960 4.46891 -0.113 -0.674 -0.638 -0.54
C 4.46593 4.53804 -0.42474 -0.668 -0.746 -0.592 -1.04
C 2.20063 -5.54883 -0.08437 -0.674 0.486 -0.238 -0.23
H -3.51560 2.21393 1.57328 0.332 -0.214 0.603 -0.04
O -1.68479 0.38780 1.11407 -0.923 -0.148 -0.356 1.57
H -3.09056 -1.90058 3.14261 -0.137 -0.366 0.353 0.41
H -0.78607 -2.85044 -0.57574 0.049 0.234 0.385 0.09
C -3.49574 -2.26778 -2.68779 -0.102 -1.376 -0.559 -1.73
Bi 1.42143 1.18635 -0.58698 -0.127 -0.510 0.052 2.09
C 1.20164 -5.21676 -2.22057 -0.245 -0.408 -0.503 -0.09
C -3.61300 3.54670 -1.56368 -0.206 -0.788 0.219 -1.87
H 1.43172 -3.32016 -3.13496 0.166 -0.016 0.400 0.33
H 4.59864 2.51775 2.80617 0.628 0.418 0.339 0.63
C -1.64662 3.15954 -0.06324 -0.472 0.878 0.564 -1.16
H 2.37772 -6.22894 0.69234 0.461 -0.623 1.218 0.50
H -4.69456 3.25369 -1.74376 1.341 0.302 -0.038 0.35
H -0.03216 -9.81460 0.10425 0.216 -0.759 -0.928 0.44
H -0.18607 0.09775 -3.50688 0.311 0.337 0.303 0.28
H -0.86212 -2.13094 -2.19081 -0.059 -0.685 0.437 -0.35
H -0.88523 -2.11652 1.39462 -0.062 -0.644 -0.367 -0.05
H -1.17055 -3.90288 -1.86671 -0.312 0.128 -0.289 0.65
N 3.11339 1.49398 1.14412 -1.815 -0.641 0.779 -0.77
H -0.61438 1.05419 3.22869 -0.582 -0.325 0.586 0.20
S 1.05821 -7.77656 -1.20480 0.275 1.356 0.161 -0.24
C 2.47675 -1.98181 -1.01498 -0.007 2.085 -0.649 0.38
H 2.98175 -3.71973 0.82851 0.121 -0.463 -0.026 0.50
H 0.22816 5.21341 2.53179 -0.267 0.912 -0.893 0.39
N 2.92277 2.78400 -1.34988 1.115 0.848 -0.606 -0.04
```
Forces are in eV/Å.

Computed properties:
Charge = -1

=====

Which total energy belongs to each record? In order, -3422.51189, -4119.25004 a.u..
Which orbital gap belongs to each record? In order, 7.75, 6.78 eV.